Entry from OMol25: 7 unconnected molecules or ions with the total composition C21H55NO13 in a non-equilibrium geometry (ωB97M-V with the def2-TZVPD basis set).

The geometry in XYZ format:
```
90
Properties=species:S:1:pos:R:3:forces:R:3
C 2.48565 -2.07647 3.01806 -0.2 0.1 0.1
C 1.90440 -3.30230 2.38513 -1.4 0.9 -1.1
O 0.45483 -3.30437 2.47110 0.8 -0.4 -0.1
O 2.15628 -0.86007 2.36258 0.3 -0.9 -1.0
H 3.54182 -2.20093 2.95805 1.1 -0.1 0.3
H 2.15814 -2.04730 4.04857 0.1 0.1 0.4
H 2.35517 -4.19566 2.75084 0.2 -0.7 0.8
H 2.13157 -3.33113 1.32141 -0.1 0.2 -0.3
H 0.17171 -3.49093 3.37106 0.0 0.1 0.0
H 1.85620 -0.24338 3.00696 -0.5 0.6 0.9
C 0.88108 1.49892 5.51411 -0.9 -0.9 0.6
C -0.20143 0.43390 5.41592 0.2 -0.1 -0.5
O 0.34951 -0.73919 4.81489 -0.7 -0.1 -1.1
O 1.79171 1.20309 6.54397 0.3 -0.1 0.2
H 0.39756 2.44625 5.73227 0.0 0.4 -0.3
H 1.39905 1.47417 4.55447 -0.2 0.4 -0.2
H -0.96009 0.85548 4.75494 -0.2 0.0 0.0
H -0.69379 0.08117 6.32321 0.2 0.7 0.4
H -0.31733 -0.96689 4.12831 0.6 -0.3 0.4
H 2.65199 1.37390 6.16833 0.5 0.0 0.3
C 4.35626 -2.61670 -2.28362 0.4 -0.3 0.2
C 3.48884 -1.50826 -1.70286 0.1 -1.8 0.6
O 2.54116 -1.13531 -2.65631 -1.5 0.0 0.0
O 3.66209 -3.84350 -2.60745 -0.6 0.9 -0.1
H 5.14832 -2.86628 -1.54497 -0.5 -0.1 -0.5
H 4.82628 -2.23152 -3.18068 0.3 0.1 -0.3
H 4.03945 -0.62437 -1.48325 0.9 0.5 0.4
H 3.08006 -1.92629 -0.74892 -0.2 0.6 -0.6
H 1.70072 -1.52658 -2.37483 -0.3 0.0 -0.3
H 2.91279 -3.65679 -3.22965 1.1 0.0 0.9
C -0.24720 -1.85110 -4.63176 -2.4 -0.7 0.5
C -0.61579 -2.91363 -3.57081 -1.8 0.0 -0.8
O -0.20266 -2.55653 -2.26536 0.2 0.3 -0.7
O 0.45468 -2.51580 -5.66379 -0.4 0.7 0.0
H 0.18396 -0.99386 -4.12922 0.9 0.1 -0.2
H -1.18690 -1.45463 -5.07332 0.5 -0.2 0.1
H -0.18067 -3.81732 -3.94398 0.8 -0.7 0.2
H -1.72375 -3.15485 -3.71938 1.0 0.6 1.0
H -0.62076 -3.08668 -1.57505 -0.2 0.1 0.0
H 1.33728 -2.24221 -5.51053 1.7 0.1 -0.3
C -3.63988 -2.40629 -1.08284 -0.1 -0.4 -0.9
C -4.84703 -2.19210 -0.20474 0.4 -0.9 1.4
O -4.37978 -2.28493 1.19238 -0.7 1.2 -0.8
O -3.03168 -3.66153 -0.78145 0.3 0.6 1.1
H -2.93144 -1.59531 -0.88046 0.0 0.0 -0.4
H -3.89514 -2.49037 -2.15903 0.0 0.6 0.5
H -5.58302 -2.96985 -0.35227 -0.1 -0.5 -0.1
H -5.39845 -1.27867 -0.29357 0.2 0.8 -0.2
H -4.16548 -3.19709 1.30736 0.2 -1.1 0.1
H -2.38477 -3.40556 -0.06396 -0.5 -0.4 -1.0
C -1.60831 -0.50008 1.47560 2.9 0.6 0.4
C -0.53593 -1.15888 0.57379 -2.1 0.4 -1.0
O -1.00989 -2.46561 0.30181 1.3 -1.5 0.7
O -1.92826 -1.26301 2.63821 -0.2 0.1 -0.3
H -2.50319 -0.29790 0.93903 -0.7 0.3 -0.6
H -1.04774 0.43391 1.72695 -1.1 -0.2 0.4
H 0.45151 -1.22348 0.99168 0.2 0.3 0.4
H -0.51649 -0.62126 -0.39882 0.1 -0.2 0.7
H -0.51730 -2.99250 0.97506 -0.6 0.0 -0.3
H -2.74428 -1.74491 2.39327 0.4 0.3 0.2
C 2.04914 3.35844 0.50853 -0.8 1.5 0.9
C 0.57160 3.64332 0.06302 1.4 -0.9 0.0
C 0.49549 5.02920 -0.55050 0.5 1.1 1.2
C -0.74821 5.28162 -1.36180 0.2 -0.3 -0.5
C -0.71817 4.33786 -2.55435 1.0 -0.7 2.3
C -0.76193 2.88319 -1.94977 -1.6 0.4 -1.4
N 0.35713 2.71533 -1.08577 1.3 1.7 0.4
O 0.45436 1.41281 -0.67922 -0.6 -1.6 1.3
C -2.15217 2.53490 -1.28970 0.2 0.3 -1.2
C -0.61134 1.91286 -3.10352 -0.9 -1.5 -0.9
C -0.27517 3.48466 1.33098 0.0 -0.2 -0.4
H 2.39313 4.15156 1.23386 -0.1 -0.5 -1.1
H 2.67030 3.21485 -0.34533 0.7 0.5 -0.7
H 2.16812 2.46037 1.06060 -0.4 -1.1 0.6
H 0.60388 5.81160 0.23829 -0.1 -0.6 -0.2
H 1.39002 5.14407 -1.16745 -0.1 0.1 -0.2
H -0.77463 6.32673 -1.68265 -0.3 -0.1 0.2
H -1.64933 4.97239 -0.83283 0.0 0.8 0.4
H 0.23348 4.47596 -3.05573 0.0 -0.2 -0.5
H -1.53902 4.58145 -3.15931 -1.1 -0.2 -1.2
H -2.66274 3.36279 -0.82393 0.1 0.4 0.3
H -2.83925 2.21126 -2.09930 0.4 -0.1 0.6
H -2.01127 1.76739 -0.54133 -0.1 -0.4 0.0
H -1.48417 2.00515 -3.80295 0.9 0.1 0.5
H 0.31499 1.89463 -3.66637 0.3 0.9 -0.1
H -0.61578 0.87066 -2.75569 -0.5 0.2 0.2
H 0.09372 4.14932 2.08844 0.4 0.7 0.3
H -0.12615 2.50822 1.78013 -0.4 -0.4 -0.3
H -1.31595 3.73739 1.19893 -0.4 -0.2 -0.1
H 1.23828 0.98941 -1.04169 0.3 0.4 -0.4
```
Positions in Å, forces in eV/Å.

## Properties
SMILES string: CC1(C)CCCC(C)(C)N1O.OCCO.OCCO.OCCO.OCCO.OCCO.OCCO

Atom charges from the Löwdin analysis, given in e for atoms 1 to 5: C -0.2341; C -0.1814; O -0.0754; O -0.0548; H 0.1108

***

Entry from OMol25: a molecular structure, C21H56AsF6O21S7 in a non-equilibrium geometry (ωB97M-V with the def2-TZVPD basis set).

The geometry in XYZ format:
```
112
Properties=species:S:1:pos:R:3:forces:R:3
As -0.06219 0.08527 -0.05626 -0.4 -0.5 0.3
F 1.30747 1.11224 -0.28178 0.2 0.1 0.0
F 0.72987 -0.81737 1.20698 0.3 0.3 0.1
F -1.45958 -0.93218 0.20016 -0.1 -0.1 -0.2
F -0.89112 0.91123 -1.32731 -0.1 0.0 -0.3
F 0.58930 -1.05399 -1.19637 0.0 0.0 -0.2
F -0.71196 1.17891 1.11224 0.1 0.3 0.2
O 6.37808 -0.59790 -0.39153 0.4 0.0 0.1
S 5.06794 -0.48955 -0.93033 -0.5 -0.2 0.0
O 4.73730 0.52124 -1.88322 0.0 0.4 -0.1
O 4.76967 -1.89647 -1.60195 0.1 -0.2 0.2
C 3.63984 -1.98710 -2.49891 -0.1 0.2 -0.3
C 2.86821 -3.24461 -2.21412 0.1 -0.1 0.3
C 3.88004 -0.49485 0.37662 0.1 -1.0 -0.5
H 4.03792 -1.97606 -3.51123 0.0 0.0 0.0
H 2.98889 -1.11878 -2.40805 0.1 0.0 0.1
H 2.46265 -3.23431 -1.20007 0.0 0.1 0.0
H 3.51956 -4.11613 -2.29512 -0.1 -0.1 -0.2
H 2.03032 -3.28623 -2.90940 0.1 -0.2 -0.1
H 3.77786 0.49824 0.79480 -0.1 -0.1 0.2
H 4.20352 -1.28042 1.05905 0.2 0.4 0.3
H 2.96535 -0.90253 -0.05309 -0.2 0.6 -0.1
O 0.74394 -0.00177 -6.87052 -0.1 0.0 -0.4
S 1.03589 -0.07462 -5.48006 -0.2 0.2 0.3
O 2.00587 -1.00553 -4.99731 0.2 -0.4 0.1
O 1.45089 1.38344 -5.06036 0.2 -0.1 0.0
C 1.72690 1.58443 -3.64136 0.2 -0.1 0.5
C 2.65813 2.76036 -3.49266 0.0 0.1 -0.2
C -0.47101 -0.31725 -4.58427 0.5 -0.3 0.2
H 2.27822 0.74013 -3.22307 -0.3 -0.3 -0.3
H 0.74504 1.62635 -3.16879 0.2 0.4 0.3
H 2.90654 2.95577 -2.45097 -0.1 -0.2 0.1
H 2.26890 3.68998 -3.89985 0.0 -0.1 -0.2
H 3.57677 2.45906 -3.99795 0.1 0.3 0.0
H -0.23533 -0.49614 -3.53601 0.0 0.2 0.0
H -0.89890 -1.23508 -4.98101 -0.3 0.2 -0.2
H -1.06475 0.58072 -4.72016 -0.3 -0.2 -0.1
O -1.48309 -5.65486 1.21306 -0.3 -0.2 -0.4
S -0.33117 -5.10584 1.85508 -0.1 0.4 -0.1
O -0.45779 -4.66244 3.19943 0.3 0.0 0.6
O 0.82673 -6.17904 1.81901 -0.1 0.0 0.0
C 1.09614 -6.76998 0.53246 0.6 -0.6 -0.4
C 1.72810 -8.12321 0.76321 0.6 0.0 0.3
C 0.30085 -3.79368 0.87173 -0.4 -0.3 -0.4
H 1.82270 -6.14531 0.00662 -0.2 0.2 0.0
H 0.19906 -6.87485 -0.07516 -0.2 0.2 0.2
H 2.59530 -8.00467 1.41824 -0.1 0.0 0.1
H 2.13180 -8.52158 -0.16870 -0.3 0.0 -0.1
H 1.05856 -8.85061 1.21677 -0.1 0.1 -0.1
H 1.33000 -3.56904 1.13132 0.0 0.1 0.1
H -0.36711 -2.95009 1.03137 0.1 0.1 0.0
H 0.20554 -4.11522 -0.16441 0.2 0.1 -0.1
O -3.52054 3.39834 0.57325 0.3 0.3 -0.2
S -4.49001 2.98830 1.53813 -0.1 -0.5 0.3
O -5.41520 3.91988 2.08640 -0.2 0.3 0.1
O -5.36205 1.83295 0.90790 -0.1 0.1 -0.2
C -4.74758 0.96404 -0.07417 0.1 -0.1 -0.1
C -5.84113 0.25409 -0.82676 -0.2 -0.2 -0.3
C -3.69755 2.12461 2.85788 0.2 0.1 -0.5
H -4.09954 0.23776 0.42272 -0.1 0.1 0.2
H -4.12785 1.55795 -0.74364 0.0 0.1 0.1
H -6.30871 0.86517 -1.60022 0.1 0.2 0.1
H -6.63602 -0.08758 -0.16575 0.2 -0.2 0.1
H -5.38518 -0.60104 -1.33151 -0.1 -0.1 0.1
H -4.46578 1.88635 3.58546 0.1 -0.1 0.1
H -2.91507 2.76818 3.25387 -0.1 0.1 0.1
H -3.23777 1.24053 2.41944 0.0 -0.1 0.2
O 3.37739 3.95807 3.75875 0.1 0.2 0.3
S 3.43048 3.22383 2.53435 -0.9 -0.4 0.4
O 4.63031 3.09006 1.80201 0.7 0.1 -0.5
O 2.97722 1.72407 2.81352 0.2 0.0 0.0
C 1.94970 1.46586 3.77808 -0.4 -0.1 0.5
C 2.50745 1.23385 5.16577 0.0 0.1 0.2
C 2.11190 3.74832 1.51380 -0.2 0.5 -0.2
H 1.42457 0.58738 3.40982 0.1 0.0 -0.1
H 1.23154 2.28802 3.83898 0.0 0.0 -0.3
H 2.76684 2.17780 5.64376 0.2 0.0 -0.1
H 3.38941 0.59517 5.14467 -0.1 -0.1 0.0
H 1.73763 0.77249 5.78908 0.0 -0.1 -0.1
H 2.12367 3.17938 0.59034 0.0 -0.1 0.0
H 2.20793 4.80968 1.29234 0.3 0.0 0.0
H 1.18782 3.61953 2.07329 0.0 -0.2 0.0
O -4.63854 -3.07448 4.00259 -0.4 -0.4 0.6
S -4.48116 -2.22542 2.87702 1.2 0.2 -0.6
O -5.53405 -1.41739 2.37605 -0.6 0.3 -0.1
O -3.30566 -1.20379 3.17146 -0.2 0.3 0.0
C -2.12387 -1.70006 3.80969 0.6 -0.5 0.4
C -1.19838 -0.55668 4.09380 0.5 0.6 -0.1
C -3.79650 -3.15916 1.55408 -0.4 -0.2 -0.4
H -1.63363 -2.44721 3.18256 -0.1 0.1 -0.1
H -2.35632 -2.19549 4.75373 -0.4 0.0 -0.1
H -0.35413 -0.91372 4.68811 -0.1 -0.1 0.1
H -1.69078 0.23909 4.65682 -0.1 -0.1 0.1
H -0.75937 -0.10550 3.20375 -0.3 -0.1 -0.2
H -4.62137 -3.72921 1.12407 0.0 -0.1 0.2
H -3.04024 -3.84405 1.92679 0.0 0.1 0.0
H -3.43621 -2.48555 0.77928 0.2 0.1 0.2
O 1.77479 5.05649 -1.27594 1.2 0.6 0.1
S 0.39847 5.23687 -1.53290 -1.8 -1.4 -0.3
O -0.30496 6.47090 -1.39968 0.4 0.6 -0.1
O 0.18118 4.67326 -3.01501 0.0 0.4 0.2
C -1.10525 4.91265 -3.60564 -0.7 0.3 -0.4
C -1.39641 3.78267 -4.57099 0.4 0.1 0.2
C -0.47249 4.00574 -0.62539 0.8 -0.3 -0.1
H -1.09967 5.87573 -4.12187 0.3 -0.1 0.0
H -1.89610 5.01489 -2.85844 0.2 -0.2 0.2
H -0.52417 3.64483 -5.21212 -0.1 -0.1 -0.1
H -2.26851 4.03131 -5.17328 0.0 -0.1 0.0
H -1.56861 2.84811 -4.03556 -0.1 0.0 0.0
H -1.48853 3.89928 -0.98638 -0.2 0.2 0.4
H -0.34930 4.25306 0.42466 -0.6 0.1 0.1
H 0.07423 3.08170 -0.79964 -0.1 0.0 -0.1
```
Positions in Å, forces in eV/Å.

## Properties
total charge: -1

Atom charges from the Löwdin analysis, given in e for atoms 1 to 5: As 0.7257; F -0.2199; F -0.2437; F -0.2507; F -0.2354

***

What energy relative to the best compared isomer or geometry (same formula, charge and spin) values result from the calculations? In sequence: 25.9 0.0 kcal/mol.
What LUMO energy values result from the calculations? In sequence: 0.5 1.9 eV.